ORCA calculation (wB97M-V/def2-TZVPD) on C9H14AgNO2S2 as an isolated structure in a non-equilibrium geometry.

The calculation puts the gap between HOMO and LUMO at 7.961 eV. Its energy above the lowest of the compared OMol25 structures with the same formula, charge and spin is 0.00 kJ/mol. As for the highest occupied orbital energy: -7.409 eV.

Positions of all 29 atoms, in Å:
1 Ag 0.233 -0.218 0.554
2 O -1.548 -1.596 -0.020
3 N -2.727 -1.042 -0.028
4 C -3.800 -1.856 -0.027
5 C -5.087 -1.385 -0.001
6 C -5.302 -0.008 0.005
7 C -4.211 0.822 -0.012
8 C -2.906 0.313 -0.018
9 S -1.609 1.417 -0.003
10 H -3.564 -2.908 -0.043
11 H -5.914 -2.075 0.020
12 H -6.298 0.404 0.027
13 H -4.302 1.896 -0.008
14 C 5.120 0.609 -0.820
15 C 4.274 1.722 -0.237
16 S 2.512 1.157 -0.220
17 O 2.406 0.352 1.027
18 C 1.752 2.795 0.158
19 C 1.250 3.365 -1.154
20 H 6.169 0.896 -0.863
21 H 4.788 0.373 -1.829
22 H 5.027 -0.282 -0.200
23 H 4.320 2.625 -0.844
24 H 4.544 1.946 0.794
25 H 2.473 3.439 0.655
26 H 0.925 2.584 0.836
27 H 2.071 3.534 -1.847
28 H 0.722 4.303 -1.001
29 H 0.549 2.663 -1.606

---

ORCA calculation (wB97M-V/def2-TZVPD) on F4K3N2O8S4 as an isolated structure in a non-equilibrium geometry.

The calculation puts the gap between HOMO and LUMO at 3.305 eV. The total charge is +1. As for the highest occupied orbital energy: -8.433 eV.

Positions of all 21 atoms, in Å:
1 K 0.046 -2.713 5.928
2 K -0.074 -9.211 0.337
3 K 5.540 0.506 3.992
4 N 2.737 -2.971 1.924
5 S 1.755 -2.704 0.486
6 O 0.686 -3.680 0.382
7 O 2.361 -2.117 -0.732
8 F 0.866 -1.480 0.974
9 S 3.595 -3.984 1.146
10 O 4.620 -3.439 0.212
11 O 3.061 -5.332 0.778
12 F 4.589 -4.273 2.364
13 N -4.297 4.254 -2.091
14 S -3.463 5.750 -2.278
15 O -2.595 5.834 -3.461
16 O -3.014 6.496 -1.081
17 F -4.802 6.535 -2.715
18 S -3.057 3.428 -1.748
19 O -2.161 4.020 -0.760
20 O -2.510 2.602 -2.848
21 F -3.884 2.478 -0.811

---

ORCA calculation (wB97M-V/def2-TZVPD) on C10H9N2O2 as an isolated structure in a non-equilibrium geometry.

The calculation puts the gap between HOMO and LUMO at 5.668 eV. The total charge is +1. Its energy above the lowest of the compared OMol25 structures with the same formula, charge and spin is 411.93 kJ/mol. As for the highest occupied orbital energy: -12.927 eV.

Positions of all 23 atoms, in Å:
1 C -1.845 -0.325 -3.266
2 C -2.628 -0.100 -2.101
3 C -0.501 -0.419 -3.284
4 C -1.944 0.080 -0.983
5 C 0.198 -0.150 -2.083
6 C -0.540 0.189 -0.939
7 C 1.628 1.121 1.724
8 C 1.148 0.037 2.333
9 C 1.145 1.384 0.377
10 C 1.583 -0.717 3.551
11 N 0.138 0.546 0.149
12 N 0.090 -0.449 1.646
13 O 1.640 2.241 -0.311
14 O -0.787 -1.220 1.750
15 H -2.296 -0.446 -4.197
16 H -3.621 -0.031 -2.068
17 H 0.104 -0.651 -4.117
18 H -2.528 0.056 -0.066
19 H 1.381 -0.278 -2.174
20 H 2.305 1.941 2.076
21 H 2.657 -0.629 3.931
22 H 1.432 -1.852 3.515
23 H 1.240 -0.328 4.535

---

ORCA calculation (wB97M-V/def2-TZVPD) on a 2-piece molecular cluster, C4H8O2 overall.

The calculation puts the gap between HOMO and LUMO (alpha / beta) at 7.407 / 8.173 eV. Its energy above the lowest of the compared OMol25 structures with the same formula, charge and spin is 450.42 kJ/mol. As for the highest occupied orbital energy (alpha / beta): -7.799 / -8.087 eV.

Positions of all 14 atoms, in Å:
1 C 2.207 0.404 -0.396
2 C 0.980 -0.393 -0.147
3 O -0.010 0.168 0.430
4 C -1.193 -0.383 0.718
5 C -2.163 0.495 1.284
6 O -3.291 0.164 1.626
7 H 3.023 0.113 0.278
8 H 1.999 1.467 -0.252
9 H 2.562 0.248 -1.421
10 H -0.627 -0.476 -2.045
11 H 0.903 -1.457 -0.367
12 H -1.311 -1.451 0.569
13 H -1.273 -0.441 -1.661
14 H -1.808 1.545 1.382

---

ORCA calculation (wB97M-V/def2-TZVPD) on a 7-piece molecular cluster, C13H23Cl12N2PS overall in a non-equilibrium geometry.

The calculation puts the gap between HOMO and LUMO at 8.785 eV. As for the structure (SMILES): CCP(C)[C@@](S)(C#N)CC#N.ClCCl.ClCCl.ClCCl.ClCCl.ClCCl.ClCCl. As for the highest occupied orbital energy: -8.494 eV.

Positions of all 52 atoms, in Å:
1 C 1.740 2.344 -1.710
2 C 2.459 3.319 -0.746
3 P 2.194 2.889 1.057
4 C 3.162 1.350 1.443
5 C 2.971 4.272 2.099
6 S 1.829 4.726 3.481
7 C 4.231 3.835 2.759
8 N 5.238 3.346 3.015
9 C 3.379 5.521 1.250
10 C 2.208 6.306 0.805
11 N 1.251 6.719 0.329
12 H 2.226 1.371 -1.812
13 H 1.779 2.816 -2.698
14 H 0.685 2.211 -1.461
15 H 3.534 3.347 -0.968
16 H 2.019 4.305 -0.917
17 H 3.447 1.302 2.495
18 H 4.021 1.272 0.772
19 H 2.440 0.541 1.291
20 H 1.554 6.024 3.233
21 H 3.988 6.165 1.891
22 H 3.968 5.172 0.401
23 Cl 2.072 -0.944 -0.733
24 C 2.167 -2.655 -0.290
25 Cl 3.184 -2.896 1.138
26 H 1.166 -3.013 -0.070
27 H 2.585 -3.215 -1.118
28 Cl -1.253 -1.429 0.639
29 C -0.944 -1.710 2.357
30 Cl -0.784 -3.433 2.714
31 H -0.020 -1.211 2.627
32 H -1.772 -1.308 2.929
33 Cl 2.172 -5.406 -1.724
34 C 0.715 -6.395 -1.568
35 Cl -0.471 -5.606 -0.518
36 H 0.281 -6.537 -2.551
37 H 0.983 -7.351 -1.133
38 Cl -5.061 -3.829 -0.554
39 C -3.589 -3.775 -1.532
40 Cl -3.946 -3.839 -3.263
41 H -3.063 -2.851 -1.318
42 H -2.970 -4.626 -1.274
43 Cl -1.365 3.687 -1.703
44 C -2.070 2.986 -3.164
45 Cl -1.253 1.492 -3.646
46 H -3.113 2.762 -2.971
47 H -1.983 3.705 -3.970
48 Cl -9.827 -5.245 0.823
49 C -8.389 -4.218 0.873
50 Cl -7.076 -4.967 1.788
51 H -8.049 -4.048 -0.143
52 H -8.649 -3.279 1.346

---

ORCA calculation (wB97M-V/def2-TZVPD) on C16H17Cl2NO as an isolated structure in a non-equilibrium geometry.

The calculation puts the gap between HOMO and LUMO at 7.929 eV. Its energy above the lowest of the compared OMol25 structures with the same formula, charge and spin is 1160.87 kJ/mol. As for the highest occupied orbital energy: -8.077 eV.

Positions of all 37 atoms, in Å:
1 O 2.529 3.102 -2.952
2 C 2.500 3.278 -1.498
3 H 2.735 4.269 -1.349
4 C 1.234 3.037 -0.778
5 N 0.767 1.817 -0.676
6 C 0.507 1.193 -2.060
7 C -0.319 0.023 -1.859
8 C -0.447 -1.150 -2.634
9 C -1.288 -2.200 -2.469
10 C -2.312 -2.131 -1.485
11 C -2.508 -1.021 -1.071
12 C -1.690 0.184 -1.223
13 H -1.837 1.199 -0.412
14 H -3.340 -0.908 -0.263
15 H -3.078 -2.879 -1.398
16 H -0.922 -3.202 -2.941
17 H 0.560 -1.288 -3.111
18 H -0.019 1.952 -2.588
19 H 1.130 0.738 -2.766
20 C 1.904 0.699 -0.197
21 C 1.046 -0.331 0.435
22 C 1.526 -1.767 -0.079
23 C 0.718 -2.875 0.520
24 C -0.088 -2.663 1.532
25 C -0.763 -1.263 1.871
26 C 0.109 -0.277 1.511
27 Cl -0.129 1.468 2.200
28 Cl -1.785 -1.138 3.147
29 H -0.647 -3.400 2.018
30 H 0.965 -3.825 0.326
31 H 2.019 -1.914 -0.809
32 H 2.491 0.496 -0.854
33 H 2.289 1.281 0.633
34 H 0.477 3.721 -1.177
35 H 1.440 3.418 0.236
36 H 3.342 2.556 -1.401
37 H 1.618 3.810 -3.341

---

ORCA calculation (wB97M-V/def2-TZVPD) on C18H30BClCsF5LiN2NaO13S as an isolated structure in a non-equilibrium geometry.

The calculation puts the gap between HOMO and LUMO at 1.615 eV. As for the highest occupied orbital energy: -5.911 eV.

Positions of all 74 atoms, in Å:
1 O 1.355 -6.070 6.325
2 C 1.286 -5.316 5.422
3 O 0.156 -4.641 5.136
4 C 0.379 -3.395 4.458
5 C 0.178 -3.545 2.944
6 C 1.459 -3.649 2.091
7 C 1.779 -2.367 1.315
8 N 1.727 -1.112 2.093
9 C 0.797 -0.278 1.656
10 C 0.587 0.966 2.182
11 C 1.374 1.330 3.266
12 C 1.264 2.650 4.010
13 O 1.657 2.682 5.123
14 O 0.740 3.791 3.428
15 C 2.343 0.441 3.717
16 C 2.539 -0.785 3.110
17 C 3.633 -1.727 3.540
18 S 5.124 -0.882 4.114
19 O 5.592 -0.105 3.018
20 O 5.979 -1.899 4.615
21 H 2.164 -5.177 4.772
22 H 1.354 -3.004 4.742
23 H -0.381 -2.726 4.851
24 H -0.460 -2.729 2.600
25 H -0.369 -4.473 2.811
26 H 2.334 -3.996 2.635
27 H 1.274 -4.384 1.312
28 H 1.035 -2.317 0.531
29 H 2.760 -2.394 0.812
30 H 0.212 -0.596 0.808
31 H -0.206 1.645 1.729
32 H -0.218 3.768 3.542
33 H 2.951 0.781 4.536
34 H 3.318 -2.429 4.305
35 H 3.963 -2.269 2.652
36 H 4.759 -0.084 5.154
37 O 3.942 -1.706 -0.666
38 H 4.869 -1.535 -0.856
39 H 3.596 -2.168 -1.515
40 C 3.188 -1.634 -5.656
41 N 3.348 -1.430 -4.190
42 O 4.218 -0.646 -3.817
43 O 2.609 -2.029 -3.446
44 H 3.927 -1.020 -6.159
45 H 3.342 -2.687 -5.878
46 H 2.181 -1.340 -5.929
47 C 1.572 -4.227 -7.782
48 O 0.544 -4.851 -8.113
49 O 2.584 -5.053 -7.231
50 O 1.844 -3.020 -7.853
51 H 2.105 -5.890 -7.299
52 Cs -1.682 2.182 1.110
53 B -1.340 4.447 -4.423
54 F -2.164 5.465 -4.655
55 F -1.486 3.975 -3.131
56 F -1.529 3.359 -5.370
57 F 0.054 4.874 -4.619
58 Li 0.602 3.704 -5.819
59 F -4.429 6.125 -4.474
60 Cl 3.155 -4.155 -1.693
61 C -8.601 4.722 0.334
62 C -8.050 5.692 -0.707
63 C -6.557 5.417 -0.635
64 O -6.417 4.031 -0.269
65 C -7.685 3.519 0.152
66 H -9.653 4.476 0.195
67 H -8.478 5.140 1.336
68 H -8.430 5.432 -1.696
69 H -8.296 6.734 -0.511
70 H -6.076 6.025 0.140
71 H -6.047 5.597 -1.582
72 H -8.060 2.850 -0.630
73 H -7.559 2.942 1.071
74 Na 0.418 0.974 -7.090

---

ORCA calculation (wB97M-V/def2-TZVPD) on one molecule with the formula C4H6N2O.

The calculation puts the gap between HOMO and LUMO at 8.753 eV. Its energy above the lowest of the compared OMol25 structures with the same formula, charge and spin is 325.25 kJ/mol. As for the highest occupied orbital energy: -8.111 eV.

Positions of all 13 atoms, in Å:
1 N 1.969 0.275 0.162
2 C 1.176 -0.410 -0.613
3 C 0.013 -1.002 0.055
4 O 0.247 -2.295 0.412
5 C -1.215 -0.471 0.239
6 C -1.525 0.890 -0.159
7 N -0.633 1.693 -0.610
8 H 2.808 0.687 -0.227
9 H 1.739 0.576 1.108
10 H 1.061 -2.585 -0.025
11 H -2.009 -1.114 0.607
12 H -2.583 1.173 -0.068
13 H -1.047 2.583 -0.882

---

ORCA calculation (wB97M-V/def2-TZVPD) on C46H34IMnOP2S as an isolated structure.

The calculation puts the gap between HOMO and LUMO (alpha / beta) at 7.566 / 7.665 eV. As for the expectation value of S²: 1.19. The spin multiplicity is 2. The total charge is +1. Its energy above the lowest of the compared OMol25 structures with the same formula, charge and spin is 16.61 kJ/mol. As for the highest occupied orbital energy (alpha / beta): -10.052 / -10.214 eV.

Positions of all 86 atoms, in Å:
1 Mn 0.110 1.136 -0.398
2 O 0.194 1.532 1.595
3 S -0.101 0.592 2.753
4 C 0.937 -0.847 2.578
5 C 0.703 -1.865 3.488
6 C 1.532 -2.975 3.508
7 C 2.603 -3.039 2.634
8 C 2.833 -2.009 1.734
9 C 2.003 -0.891 1.682
10 P 2.244 0.372 0.387
11 C 3.121 1.698 1.260
12 C 2.971 3.012 0.829
13 C 3.666 4.035 1.457
14 C 4.509 3.752 2.523
15 C 4.656 2.445 2.965
16 C 3.965 1.420 2.334
17 C 3.487 -0.316 -0.754
18 C 4.853 -0.079 -0.627
19 C 5.746 -0.590 -1.562
20 C 5.283 -1.338 -2.634
21 C 3.920 -1.559 -2.785
22 C 3.031 -1.041 -1.857
23 C -1.756 -0.002 2.521
24 C -2.589 0.274 3.596
25 C -3.956 0.045 3.484
26 C -4.469 -0.418 2.288
27 C -3.628 -0.690 1.210
28 C -2.259 -0.502 1.304
29 P -1.122 -0.937 -0.065
30 C -0.674 -2.651 0.384
31 C 0.446 -3.238 -0.195
32 C 0.740 -4.576 0.024
33 C -0.083 -5.342 0.836
34 C -1.200 -4.765 1.425
35 C -1.497 -3.430 1.197
36 C -2.210 -1.175 -1.508
37 C -2.253 -2.381 -2.202
38 C -3.016 -2.494 -3.359
39 C -3.749 -1.413 -3.821
40 C -3.727 -0.211 -3.121
41 C -2.959 -0.093 -1.975
42 H -0.134 -1.800 4.175
43 H 1.342 -3.779 4.206
44 H 3.264 -3.895 2.644
45 H 3.662 -2.085 1.042
46 H 2.304 3.250 0.007
47 H 3.544 5.055 1.117
48 H 5.048 4.552 3.014
49 H 5.307 2.222 3.800
50 H 4.083 0.402 2.686
51 H 5.231 0.508 0.199
52 H 6.804 -0.395 -1.452
53 H 5.981 -1.732 -3.361
54 H 3.549 -2.115 -3.636
55 H 1.966 -1.162 -2.016
56 H -2.174 0.688 4.507
57 H -4.610 0.256 4.319
58 H -5.534 -0.574 2.181
59 H -4.053 -1.066 0.288
60 H 1.098 -2.652 -0.827
61 H 1.614 -5.017 -0.437
62 H 0.143 -6.386 1.009
63 H -1.847 -5.357 2.059
64 H -2.379 -3.003 1.656
65 H -1.696 -3.239 -1.850
66 H -3.038 -3.435 -3.892
67 H -4.342 -1.506 -4.721
68 H -4.303 0.637 -3.469
69 H -2.951 0.846 -1.438
70 I 0.503 1.456 -2.964
71 C -1.097 2.758 -3.113
72 C -1.447 3.237 -4.339
73 C -2.544 4.124 -4.428
74 C -3.215 4.479 -3.296
75 C -2.841 3.974 -2.024
76 C -3.544 4.359 -0.855
77 C -3.158 3.879 0.357
78 C -2.072 2.974 0.459
79 C -1.346 2.527 -0.625
80 C -1.751 3.075 -1.895
81 H -0.903 2.953 -5.230
82 H -2.835 4.517 -5.392
83 H -4.053 5.164 -3.354
84 H -4.379 5.045 -0.945
85 H -3.685 4.183 1.253
86 H -1.811 2.632 1.450

---

ORCA calculation (wB97M-V/def2-TZVPD) on C35H35BN6O10S5TeY as an isolated structure.

The calculation puts the gap between HOMO and LUMO at 7.176 eV. The total charge is -1. Its energy above the lowest of the compared OMol25 structures with the same formula, charge and spin is 0.00 kJ/mol. As for the highest occupied orbital energy: -5.625 eV.

Positions of all 94 atoms, in Å:
1 Y -0.335 0.305 0.168
2 O 0.306 4.206 -0.923
3 S -0.625 3.137 -0.683
4 O -0.573 2.574 0.683
5 O -0.561 2.005 -1.620
6 C -2.264 3.839 -0.936
7 C -2.288 5.046 -1.620
8 C -3.490 5.640 -1.978
9 C -4.686 5.021 -1.655
10 C -4.673 3.816 -0.966
11 C -3.477 3.220 -0.598
12 S -3.609 1.722 0.379
13 O -4.942 1.192 0.200
14 O -3.291 2.131 1.729
15 O -2.588 0.836 -0.219
16 H -1.344 5.513 -1.870
17 H -3.484 6.582 -2.514
18 H -5.631 5.470 -1.937
19 H -5.595 3.313 -0.705
20 N -1.740 -0.572 2.054
21 C -2.248 -0.162 2.998
22 C -2.746 0.289 4.264
23 C -4.051 0.762 4.383
24 C -4.502 1.167 5.628
25 C -3.659 1.110 6.730
26 C -2.356 0.648 6.600
27 C -1.890 0.231 5.364
28 H -4.674 0.835 3.503
29 H -5.513 1.541 5.735
30 H -4.018 1.435 7.699
31 H -1.699 0.615 7.460
32 H -0.876 -0.124 5.237
33 C 3.693 -0.844 2.440
34 N 3.568 0.584 2.214
35 C 4.525 1.411 1.638
36 C 3.985 2.641 1.558
37 N 2.721 2.556 2.105
38 C 2.447 1.283 2.468
39 S 0.977 0.734 3.093
40 H 4.723 -1.131 2.243
41 H 3.017 -1.382 1.779
42 H 3.432 -1.079 3.470
43 H 5.483 1.033 1.326
44 H 4.384 3.559 1.161
45 H 1.976 3.227 2.010
46 C -3.709 -2.221 -0.293
47 Te -2.174 -1.735 -1.690
48 C -1.838 -3.847 -1.643
49 C -3.203 -4.421 -1.349
50 C -3.557 -5.713 -1.715
51 C -4.820 -6.211 -1.419
52 C -5.737 -5.414 -0.750
53 C -5.390 -4.120 -0.383
54 C -4.132 -3.613 -0.681
55 H -4.499 -1.476 -0.336
56 H -3.265 -2.215 0.702
57 H -1.124 -4.078 -0.849
58 H -1.438 -4.197 -2.592
59 H -2.837 -6.333 -2.238
60 H -5.087 -7.219 -1.715
61 H -6.725 -5.795 -0.521
62 H -6.108 -3.490 0.132
63 O 7.341 -2.040 -1.769
64 S 6.347 -1.579 -0.845
65 O 6.586 -0.322 -0.191
66 N 4.840 -1.591 -1.535
67 C 4.036 -2.651 -1.182
68 S 2.660 -3.052 -1.919
69 C 4.639 -3.326 -0.009
70 C 4.050 -4.291 0.790
71 C 4.763 -4.742 1.893
72 C 6.035 -4.253 2.184
73 C 6.627 -3.284 1.383
74 C 5.898 -2.838 0.299
75 H 3.048 -4.646 0.574
76 H 4.311 -5.479 2.546
77 H 6.564 -4.624 3.053
78 H 7.609 -2.885 1.606
79 N 3.498 0.130 -3.130
80 C 3.000 1.201 -2.255
81 C 1.892 0.691 -1.363
82 O 1.094 -0.177 -1.788
83 O 1.783 1.178 -0.203
84 H 3.804 0.511 -4.014
85 H 2.722 -0.502 -3.319
86 H 4.551 -0.942 -2.296
87 H 2.554 2.039 -2.804
88 H 3.797 1.599 -1.626
89 B 0.469 -4.377 1.299
90 C 0.587 -2.840 0.958
91 N 0.654 -1.709 0.743
92 H 1.183 -4.587 2.261
93 H -0.697 -4.594 1.556
94 H 0.834 -5.003 0.323